The following is a DFT calculation (ωB97M-V/def2-TZVPD) of a cluster of 2 separate species, C23H23BF4NO3 in total.

Structure (XYZ):
```
55
C23H23BF4NO3 ωB97M-V/def2-TZVPD
F 1.853 -4.106 -2.972
C 1.978 -2.782 -2.631
C 2.934 -2.008 -3.231
C 3.100 -0.714 -2.738
F 4.195 0.040 -3.071
C 2.142 -0.103 -1.930
C 1.004 -0.841 -1.576
C -0.340 -0.215 -1.014
C -1.679 0.026 -1.833
C -2.135 1.366 -2.004
C -2.883 1.682 -3.143
F -3.181 3.003 -3.367
C -3.144 0.758 -4.144
C -2.924 -0.558 -3.820
F -3.136 -1.511 -4.792
C -2.270 -0.948 -2.643
C 1.022 -2.213 -1.815
H 3.654 -2.414 -3.965
H 2.200 0.969 -1.704
H 0.003 0.825 -1.073
H -1.759 2.161 -1.346
H -3.506 1.066 -5.115
H -2.055 -2.000 -2.485
H 0.228 -2.830 -1.435
C -3.384 -1.232 2.873
C -2.318 -1.432 1.939
C -1.983 -2.597 1.259
C -0.969 -2.198 0.427
C -0.880 -0.833 0.302
B 0.895 0.926 1.199
O -0.022 1.826 0.688
C -0.147 2.963 1.696
C 0.771 2.702 2.884
N 1.353 1.357 2.563
C 1.265 0.357 3.648
C 2.770 1.586 2.104
C 3.091 0.342 1.309
O 1.861 -0.078 0.708
O -1.682 -0.327 1.354
H -3.829 -2.105 3.373
H -3.105 -0.558 3.700
H -4.259 -0.682 2.479
H -2.468 -3.536 1.250
H -0.348 -2.894 -0.106
H 0.100 3.859 1.130
H -1.182 2.970 1.995
H 1.611 3.422 2.775
H 0.297 2.730 3.864
H 2.049 0.613 4.370
H 0.286 0.398 4.057
H 1.456 -0.640 3.250
H 2.729 2.385 1.341
H 3.422 1.896 2.945
H 3.813 0.540 0.493
H 3.508 -0.409 1.974
```

Properties
Spin multiplicity   1
Frontier orbital gap   8.064 eV
HOMO energy   -10.8 eV
LUMO   -2.71 eV
DFT total energy   -43394.17225 eV
Maximum force   4.044 eV Å⁻¹
Charge   +1

Atomic partial charges in e from the Mulliken method, atoms 1 to 2:
1 F -0.31
2 C 0.15